{
  "formula": "C50H71BrN9O4Ti",
  "method": "wB97M-V/def2-TZVPD",
  "charge": -2,
  "homo_lumo_gap_ev": [4.29, 5.75],
  "spin_multiplicity": 2,
  "e_tot_ev": -167765.5005,
  "e_homo_ha": [-0.0190, -0.0727],
  "symbols": ["Ti", "C", "N", "C", "C", "C", "N", "C", "C", "C", "C", "C", "C", "C", "O", "C", "C", "C", "C", "C", "C", "C", "C", "C", "C", "C", "C", "C", "C", "C", "O", "C", "C", "C", "C", "C", "C", "C", "C", "H", "H", "H", "H", "H", "H", "H", "H", "H", "H", "H", "H", "H", "H", "H", "H", "H", "H", "H", "H", "H", "H", "H", "H", "H", "H", "H", "H", "H", "H", "H", "H", "H", "H", "H", "H", "H", "H", "H", "H", "H", "H", "H", "H", "H", "H", "H", "H", "H", "H", "H", "H", "H", "H", "N", "C", "N", "C", "N", "C", "C", "N", "C", "C", "N", "H", "H", "H", "H", "H", "Br", "C", "C", "N", "C", "C", "C", "C", "O", "O", "H", "H", "H", "C", "C", "C", "C", "N", "H", "H", "H", "H", "H", "H", "H", "H", "H"],
  "coordinates": [[0.703, 0.279, -0.237], [-4.064, -2.164, -1.644], [-2.680, -1.893, -1.328], [-1.859, -1.957, -2.524], [-2.198, -2.797, -0.289], [-0.947, -2.387, 0.515], [-0.930, -1.033, 1.145], [-2.314, -0.690, 1.512], [-2.534, 0.557, 2.321], [-3.360, 0.478, 3.418], [-3.770, 1.613, 4.116], [-3.306, 2.827, 3.627], [-2.460, 2.961, 2.532], [-1.992, 1.794, 1.842], [-1.192, 1.796, 0.850], [-2.122, 4.398, 2.107], [-1.054, 4.500, 1.014], [-1.596, 5.187, 3.321], [-3.404, 5.069, 1.581], [-4.676, 1.475, 5.334], [-5.102, 2.827, 5.910], [-5.947, 0.693, 4.967], [-3.912, 0.713, 6.426], [-0.123, -1.171, 2.381], [0.313, 0.052, 3.156], [0.083, 0.072, 4.520], [0.669, 1.018, 5.348], [1.463, 1.975, 4.732], [1.738, 2.012, 3.373], [1.167, 1.007, 2.544], [1.409, 0.914, 1.266], [2.738, 3.087, 2.921], [4.080, 2.799, 3.619], [3.026, 3.105, 1.421], [2.243, 4.489, 3.311], [0.557, 1.006, 6.869], [1.965, 0.905, 7.478], [-0.248, -0.190, 7.384], [-0.110, 2.303, 7.350], [-4.219, -3.175, -2.065], [-4.415, -1.440, -2.383], [-4.679, -2.068, -0.747], [-1.834, -2.983, -2.933], [-0.849, -1.617, -2.273], [-2.279, -1.298, -3.287], [-1.973, -3.784, -0.734], [-3.022, -2.948, 0.412], [-0.050, -2.445, -0.102], [-0.890, -3.151, 1.310], [-2.748, -1.532, 2.083], [-2.873, -0.586, 0.579], [-3.710, -0.505, 3.726], [-3.637, 3.728, 4.128], [-0.155, 3.964, 1.306], [-0.806, 5.553, 0.845], [-1.392, 4.070, 0.075], [-0.801, 4.619, 3.805], [-2.377, 5.374, 4.059], [-1.197, 6.155, 3.008], [-3.793, 4.506, 0.731], [-3.200, 6.094, 1.256], [-4.178, 5.096, 2.350], [-5.647, 3.415, 5.171], [-4.231, 3.396, 6.237], [-5.753, 2.674, 6.774], [-6.489, 1.204, 4.170], [-6.607, 0.597, 5.833], [-5.700, -0.308, 4.616], [-3.007, 1.263, 6.680], [-3.616, -0.273, 6.069], [-4.515, 0.592, 7.331], [0.806, -1.663, 2.078], [-0.666, -1.836, 3.079], [-0.558, -0.699, 4.931], [1.919, 2.731, 5.358], [4.401, 1.787, 3.373], [3.996, 2.883, 4.704], [4.845, 3.501, 3.280], [3.482, 2.164, 1.132], [3.727, 3.915, 1.196], [2.124, 3.257, 0.831], [2.041, 4.576, 4.379], [1.329, 4.731, 2.771], [3.001, 5.232, 3.049], [2.472, 0.018, 7.099], [1.912, 0.839, 8.569], [2.573, 1.771, 7.221], [0.218, -1.124, 7.070], [-1.269, -0.168, 7.010], [-0.283, -0.178, 8.476], [0.478, 3.171, 7.054], [-0.211, 2.312, 8.439], [-1.098, 2.406, 6.902], [-2.220, 2.392, -2.440], [-1.980, 1.342, -1.644], [-0.695, 1.123, -1.593], [-0.134, 2.141, -2.341], [-1.052, 2.938, -2.890], [1.280, 2.238, -2.366], [2.025, 2.996, -3.271], [3.340, 3.030, -3.304], [3.952, 2.253, -2.343], [3.257, 1.521, -1.420], [1.912, 1.473, -1.381], [-3.080, 2.885, -2.590], [-2.745, 0.749, -1.178], [1.498, 3.594, -4.009], [5.034, 2.267, -2.351], [3.780, 0.944, -0.667], [1.867, -6.781, 2.444], [3.227, -5.427, 2.465], [4.504, -5.778, 2.860], [5.499, -4.897, 2.896], [5.215, -3.639, 2.551], [3.962, -3.202, 2.149], [2.928, -4.133, 2.090], [3.695, -1.726, 1.727], [4.626, -0.935, 1.922], [2.569, -1.537, 1.226], [4.748, -6.793, 3.152], [6.032, -2.929, 2.582], [1.951, -3.816, 1.748], [1.431, -3.259, -2.321], [1.987, -1.824, -2.119], [3.419, -2.011, -1.562], [2.104, -1.170, -3.521], [1.122, -1.039, -1.305], [2.157, -3.875, -2.856], [0.501, -3.251, -2.888], [1.243, -3.712, -1.347], [4.103, -2.304, -2.362], [3.422, -2.781, -0.793], [3.769, -1.095, -1.100], [2.634, -1.819, -4.224], [2.643, -0.227, -3.447], [1.105, -0.963, -3.910]],
  "atomic_forces_ev_per_a": [[-1.8, -2.4, -2.6], [0.0, 0.0, 0.0], [0.0, 0.0, -0.1], [0.1, 0.1, 0.2], [0.0, 0.2, 0.2], [-0.1, -0.2, -0.1], [-0.1, -0.3, 0.0], [0.0, 0.4, 0.0], [0.1, -0.2, -0.1], [0.0, 0.1, 0.0], [-0.1, 0.0, 0.0], [-0.1, -0.1, 0.1], [0.2, 0.1, -0.1], [-0.4, 0.1, 0.4], [0.0, -0.1, -0.2], [0.0, 0.1, 0.0], [0.0, 0.0, 0.0], [-0.1, -0.1, 0.0], [0.1, 0.0, 0.1], [0.0, -0.1, 0.1], [0.1, -0.1, -0.1], [0.1, 0.1, 0.0], [-0.1, 0.1, 0.0], [0.3, -0.1, 0.2], [0.3, 0.1, -0.5], [0.0, 0.0, 0.1], [0.0, 0.0, 0.0], [-0.2, 0.0, 0.1], [-0.1, -0.1, -0.4], [-0.2, 0.1, 1.5], [1.2, 0.6, 1.6], [0.2, 0.1, -0.1], [-0.1, 0.0, 0.0], [-0.1, -0.1, 0.1], [0.0, -0.1, 0.0], [0.0, 0.0, 0.2], [-0.1, 0.0, 0.0], [0.0, 0.1, -0.1], [0.0, -0.1, 0.0], [0.0, 0.0, 0.0], [0.0, 0.0, 0.0], [0.0, 0.0, 0.0], [0.1, 0.0, 0.0], [-0.1, -0.1, -0.2], [0.0, 0.1, 0.0], [0.0, 0.0, 0.1], [0.0, 0.0, -0.1], [-0.1, -0.1, 0.1], [0.0, 0.1, -0.1], [0.1, 0.1, -0.1], [0.0, -0.1, 0.0], [0.0, 0.0, 0.0], [0.0, 0.1, 0.0], [0.1, 0.0, -0.1], [0.0, 0.1, 0.0], [0.0, -0.1, 0.0], [0.1, 0.0, 0.0], [0.0, 0.0, 0.1], [0.0, 0.0, 0.0], [0.0, 0.0, -0.1], [0.0, 0.1, 0.0], [0.0, 0.0, 0.0], [0.0, 0.1, 0.0], [0.0, 0.1, 0.0], [0.0, 0.0, 0.0], [0.0, 0.0, 0.0], [0.0, 0.0, 0.0], [0.0, -0.1, 0.0], [0.0, 0.0, 0.1], [0.0, -0.1, 0.0], [0.0, 0.0, 0.0], [-0.1, -0.1, 0.0], [0.0, 0.1, -0.1], [0.0, 0.0, 0.0], [0.1, 0.0, 0.0], [0.1, 0.0, 0.0], [0.0, 0.0, 0.1], [0.0, 0.1, 0.0], [0.0, 0.0, -0.1], [0.0, 0.0, 0.0], [0.0, 0.0, -0.1], [0.0, 0.0, 0.0], [0.0, 0.0, 0.0], [0.0, 0.0, 0.0], [0.0, 0.0, 0.0], [0.0, 0.0, 0.1], [0.1, 0.0, 0.0], [0.0, -0.1, 0.0], [-0.1, -0.1, 0.0], [0.0, 0.0, 0.0], [0.0, 0.1, 0.0], [0.0, 0.0, 0.1], [-0.1, 0.0, 0.0], [0.3, -0.3, 0.1], [-0.4, 0.2, -0.3], [0.0, 0.7, -0.4], [-0.9, 0.2, -0.3], [0.3, -0.1, 0.2], [0.7, 0.2, -0.2], [-0.3, -0.1, 0.2], [0.1, 0.1, -0.1], [-0.1, 0.0, 0.1], [0.5, 0.0, 0.0], [0.0, 1.2, -0.7], [0.0, -0.1, 0.0], [0.0, 0.0, 0.1], [-0.1, 0.0, 0.0], [0.0, -0.1, 0.1], [0.0, 0.0, 0.0], [0.1, 0.1, 0.0], [-0.3, -0.2, 0.0], [0.2, 0.0, 0.0], [-0.1, 0.0, 0.0], [0.2, 0.0, 0.0], [-0.4, 0.2, -0.2], [0.4, 0.1, 0.1], [0.0, -0.3, 0.1], [0.2, 0.2, 0.0], [0.2, -0.3, 0.1], [-0.1, 0.0, 0.0], [-0.1, 0.1, 0.0], [0.0, 0.0, 0.0], [0.0, 0.3, 0.1], [0.4, -0.7, -0.8], [-0.3, 0.1, 0.1], [-0.1, 0.0, 0.3], [0.1, 0.4, 1.3], [0.0, 0.0, 0.0], [-0.1, 0.0, 0.0], [0.0, -0.1, 0.0], [0.0, 0.0, -0.1], [0.0, 0.0, 0.1], [0.1, 0.0, 0.0], [0.0, -0.1, 0.0], [0.0, 0.1, 0.0], [0.0, 0.0, 0.0]]
}